# 1
The following is a DFT calculation (wB97M-V/def2-TZVPD) of a structure of composition C20H22InN2O3S at a distorted geometry.

Geometry as ORCA input:
```
! RIJCOSX wB97M-V def2-TZVPD def2/J DEFGRID3
* xyz 1 1
In -0.11 0.09 -0.80
O -2.18 0.43 -0.70
C -2.77 1.63 -0.91
C -4.16 1.65 -0.78
C -4.91 2.81 -0.94
C -4.22 4.00 -1.33
C -2.86 4.06 -1.41
C -2.06 2.89 -1.27
C -0.65 3.06 -1.14
N 0.30 2.13 -1.11
C 1.67 2.58 -0.90
C 2.63 1.55 -1.46
N 2.01 0.21 -1.51
C 2.73 -0.85 -1.88
C 2.28 -2.22 -1.96
C 3.18 -3.32 -1.96
C 2.75 -4.62 -2.13
C 1.38 -4.90 -2.25
C 0.45 -3.87 -2.24
C 0.88 -2.53 -2.08
O -0.03 -1.60 -1.92
H -4.60 0.73 -0.49
H -5.99 2.81 -0.79
H -4.79 4.88 -1.64
H -2.31 4.99 -1.61
H -0.35 4.09 -1.11
H 1.91 2.87 0.17
H 1.76 3.44 -1.53
H 3.50 1.55 -0.85
H 2.93 1.88 -2.50
H 3.74 -0.62 -2.22
H 4.21 -3.06 -1.82
H 3.43 -5.43 -2.23
H 1.10 -5.92 -2.41
H -0.59 -4.13 -2.35
O 0.33 -0.93 1.15
S -0.69 -1.47 2.27
C 0.42 -2.15 3.52
C 0.75 -1.10 4.53
C -0.25 0.11 4.50
C -1.09 0.04 3.28
H 1.30 -2.51 3.00
H -0.07 -2.98 3.97
H 1.80 -0.78 4.34
H 0.77 -1.48 5.53
H 0.38 0.98 4.50
H -0.86 0.11 5.37
H -0.94 0.90 2.55
H -2.15 0.00 3.54
*
```

## Properties
Gap between HOMO and LUMO (eV): 7.19
ΔE to the lowest compared entry with this formula, charge and spin (kJ/mol): 47.2

# 2
The following is a DFT calculation (wB97M-V/def2-TZVPD) of a structure of composition C20H22IrN6O2S2 at a distorted geometry.

Geometry as ORCA input:
```
! RIJCOSX wB97M-V def2-TZVPD def2/J DEFGRID3
* xyz 2 2
Ir 1.03 0.57 -0.65
S 2.60 0.87 0.97
C 3.13 -0.65 0.31
N 2.30 -0.96 -0.67
C 2.60 -2.19 -1.27
C 1.95 -2.81 -2.32
C 2.43 -4.03 -2.75
C 3.55 -4.62 -2.15
C 4.21 -4.00 -1.10
C 3.72 -2.78 -0.67
S 4.36 -1.76 0.63
H 1.09 -2.34 -2.80
H 1.95 -4.54 -3.58
H 3.91 -5.57 -2.51
H 5.08 -4.45 -0.64
O 1.94 1.99 -1.69
N 1.47 3.20 -1.58
N 0.38 3.25 -0.98
O -0.18 2.13 -0.51
C -0.32 4.50 -0.77
C 0.41 5.67 -0.77
C -0.27 6.86 -0.60
C -1.65 6.86 -0.43
C -2.36 5.66 -0.43
C -1.70 4.46 -0.60
H 1.49 5.66 -0.90
H 0.27 7.80 -0.59
H -2.18 7.79 -0.29
H -3.43 5.67 -0.29
H -2.23 3.52 -0.61
C -1.58 -1.79 3.70
C -0.15 -1.34 3.50
N 0.01 -0.80 2.15
C -0.77 -1.10 1.11
N -0.51 -0.54 -0.10
C -1.43 -0.71 -1.24
C -2.80 -1.14 -0.77
C -2.63 -2.34 0.13
N -1.78 -1.96 1.27
C -1.98 -2.67 2.54
H -2.24 -0.92 3.77
H -1.66 -2.35 4.64
H 0.54 -2.18 3.64
H 0.13 -0.56 4.20
H 0.68 -0.05 2.01
H -1.01 -1.44 -1.94
H -1.50 0.25 -1.77
H -3.42 -1.39 -1.63
H -3.28 -0.33 -0.22
H -2.18 -3.18 -0.40
H -3.58 -2.67 0.54
H -1.40 -3.60 2.54
H -3.03 -2.94 2.60
*
```

## Properties
Gap between HOMO and LUMO (alpha / beta) (eV): 6.77 / 5.46

# 3
The following is a DFT calculation (wB97M-V/def2-TZVPD) of an isolated molecule of C20H22N2O5.

Geometry as ORCA input:
```
! RIJCOSX wB97M-V def2-TZVPD def2/J DEFGRID3
* xyz 0 1
C 6.95 1.13 -0.86
C 6.72 0.18 0.31
O 5.33 -0.02 0.57
C 4.70 -0.92 -0.20
O 5.25 -1.58 -1.05
C 3.26 -1.04 0.14
C 2.48 -1.94 -0.58
C 1.14 -2.08 -0.32
C 0.55 -1.31 0.69
N -0.80 -1.39 0.98
C -1.79 -2.05 0.35
O -1.71 -2.85 -0.56
C -3.15 -1.56 0.87
O -3.21 -0.81 1.84
N -4.18 -2.00 0.15
C -5.42 -1.28 0.08
C -5.36 -0.21 -1.04
C -4.08 0.56 -0.90
C -3.97 1.59 0.02
C -2.75 2.19 0.28
C -1.61 1.76 -0.37
O -0.35 2.23 -0.15
C -0.16 3.22 0.83
C -1.72 0.75 -1.33
C -2.94 0.16 -1.59
C 1.33 -0.41 1.41
C 2.67 -0.27 1.14
H 8.01 1.31 -0.98
H 6.55 0.69 -1.77
H 6.45 2.08 -0.68
H 7.19 -0.79 0.10
H 7.12 0.60 1.24
H 2.96 -2.53 -1.36
H 0.54 -2.78 -0.87
H -1.15 -0.78 1.72
H -3.92 -2.57 -0.65
H -5.55 -0.79 1.05
H -6.25 -1.97 -0.09
H -5.39 -0.71 -2.01
H -6.23 0.44 -0.95
H -4.85 1.93 0.56
H -2.71 2.98 1.02
H -0.68 4.15 0.58
H 0.91 3.40 0.86
H -0.50 2.87 1.82
H -0.83 0.43 -1.85
H -3.00 -0.63 -2.32
H 0.87 0.19 2.19
H 3.27 0.43 1.70
*
```

## Properties
Gap between HOMO and LUMO (eV): 8.68
ΔE to the lowest compared entry with this formula, charge and spin (kJ/mol): 97.7
SMILES: CCOC(=O)c1ccc(NC(=O)C(=O)NCCc2ccc(OC)cc2)cc1

# 4
The following is a DFT calculation (wB97M-V/def2-TZVPD) of an isolated molecule of C20H22N4O3S at a distorted geometry.

Geometry as ORCA input:
```
! RIJCOSX wB97M-V def2-TZVPD def2/J DEFGRID3
* xyz 0 1
C 9.38 1.25 -0.71
O 8.48 1.27 0.37
C 7.17 0.98 0.12
C 6.64 0.67 -1.13
C 5.29 0.40 -1.25
C 4.43 0.42 -0.15
N 3.10 0.06 -0.33
C 2.08 0.42 0.63
C 0.78 -0.17 0.23
N -0.30 0.48 -0.09
N -1.25 -0.41 -0.40
C -0.73 -1.60 -0.27
S -1.57 -3.09 -0.54
C -3.21 -2.34 -0.71
C -3.51 -1.50 0.53
O -3.05 -1.79 1.61
C -4.38 -0.33 0.33
C -5.27 -0.21 -0.74
C -6.07 0.91 -0.87
C -5.99 1.94 0.06
O -6.72 3.08 0.01
C -7.62 3.28 -1.05
C -5.10 1.83 1.13
C -4.32 0.70 1.26
N 0.57 -1.52 0.12
C 1.48 -2.60 0.40
C 4.97 0.74 1.09
C 6.32 1.01 1.22
H 9.44 0.26 -1.18
H 9.12 1.99 -1.47
H 10.36 1.50 -0.29
H 7.26 0.64 -2.01
H 4.89 0.16 -2.23
H 2.79 0.18 -1.29
H 1.94 1.51 0.72
H 2.37 0.02 1.61
H -3.21 -1.74 -1.61
H -3.92 -3.16 -0.78
H -5.37 -1.01 -1.46
H -6.76 0.96 -1.70
H -8.07 4.25 -0.88
H -7.11 3.28 -2.02
H -8.41 2.51 -1.05
H -5.04 2.64 1.84
H -3.63 0.61 2.09
H 1.22 -3.45 -0.23
H 2.49 -2.27 0.19
H 1.40 -2.90 1.45
H 4.35 0.79 1.97
H 6.74 1.26 2.18
*
```

## Properties
Gap between HOMO and LUMO (eV): 8.27
ΔE to the lowest compared entry with this formula, charge and spin (kJ/mol): 426.0
SMILES: COc1ccc(NCc2nnc(SCC(=O)c3ccc(OC)cc3)n2C)cc1

# 5
The following is a DFT calculation (wB97M-V/def2-TZVPD) of an isolated molecule of C20H22N4O4S at a distorted geometry.

Geometry as ORCA input:
```
! RIJCOSX wB97M-V def2-TZVPD def2/J DEFGRID3
* xyz 0 1
C 4.23 -0.49 -2.33
C 3.24 -0.39 -1.17
N 2.01 0.28 -1.49
C 1.95 1.71 -1.67
C 2.11 2.16 -3.12
S 0.83 -0.67 -2.15
O 1.33 -1.50 -3.21
O -0.30 0.17 -2.44
C 0.36 -1.72 -0.79
C -0.06 -3.01 -1.05
C -0.61 -3.78 -0.03
O -1.04 -5.06 -0.17
C -0.92 -5.67 -1.43
C -0.75 -3.21 1.24
C -0.34 -1.92 1.49
C 0.23 -1.14 0.47
N 0.88 0.04 0.76
N 0.38 1.07 1.22
C -0.97 1.35 1.29
C -1.88 0.98 0.31
C -3.22 1.38 0.38
C -3.67 2.14 1.44
O -4.95 2.52 1.54
C -2.76 2.55 2.45
N -3.25 3.30 3.45
C -2.44 3.71 4.38
C -1.06 3.41 4.40
C -0.54 2.63 3.39
C -1.39 2.18 2.37
H 5.06 -1.14 -2.06
H 3.72 -0.91 -3.20
H 4.63 0.49 -2.59
H 2.95 -1.40 -0.86
H 3.70 0.11 -0.31
H 2.72 2.16 -1.04
H 0.97 2.04 -1.31
H 1.34 1.68 -3.73
H 3.08 1.88 -3.52
H 1.99 3.24 -3.19
H 0.06 -3.36 -2.06
H -1.51 -5.15 -2.19
H 0.12 -5.73 -1.75
H -1.31 -6.68 -1.30
H -1.19 -3.81 2.02
H -0.45 -1.49 2.47
H -1.55 0.43 -0.56
H -3.90 1.10 -0.40
H -5.02 3.05 2.35
H -2.88 4.30 5.17
H -0.44 3.78 5.19
H 0.50 2.38 3.35
*
```

## Properties
Gap between HOMO and LUMO (eV): 7.44
ΔE to the lowest compared entry with this formula, charge and spin (kJ/mol): 390.6
SMILES: CCN(CC)S(=O)(=O)c1cc(OC)ccc1/N=N\c1ccc(O)c2ncccc12